# 1
{
  "formula": "C6H12NO",
  "method": "the ωB97M-V functional and the def2-TZVPD basis",
  "symbols": ["H", "C", "H", "H", "H", "H", "C", "H", "H", "H", "O", "H", "C", "C", "H", "N", "C", "H", "H", "C"],
  "coordinates": [[-1.5612, -2.2207, 0.4601], [2.1345, -1.1143, -0.1674], [2.8532, 0.9041, -0.7551], [-1.5277, 0.1865, 1.7707], [0.0027, -1.5017, 0.7621], [-2.9213, -0.2662, 0.6603], [0.0006, 1.5666, -0.3559], [-1.9628, 2.0998, 0.2824], [0.1886, 1.9817, -1.4255], [-1.8350, 0.9821, -1.1625], [-0.8160, -1.3733, -1.2186], [0.0921, -1.0127, -1.2182], [-1.8003, -0.0551, 0.6818], [-1.4530, 1.2201, -0.0862], [0.9165, 1.0025, 1.5295], [2.2129, 0.5140, -0.1351], [-1.0293, -1.3082, 0.2043], [2.7289, -1.3354, -1.0261], [2.6988, -1.4283, 0.8285], [1.0778, 1.1583, 0.3709]],
  "homo_lumo_gap_ev": [6.2, 5.1],
  "mol_weight_g_mol": 114.17,
  "homo_ev": [-19.46, -18.83],
  "spin_multiplicity": 2,
  "charge": 2,
  "lumo_energy_ev": [-13.223, -13.746]
}

=====

# 2
{
  "formula": "C26H34N3O4P2Sn",
  "method": "the ωB97M-V functional and the def2-TZVPD basis",
  "symbols": ["H", "C", "H", "H", "H", "C", "C", "H", "H", "H", "C", "O", "H", "H", "C", "C", "H", "H", "O", "P", "H", "C", "C", "H", "H", "H", "C", "N", "H", "C", "C", "H", "H", "C", "H", "C", "H", "N", "H", "H", "C", "C", "H", "H", "C", "H", "C", "Sn", "N", "C", "C", "H", "P", "C", "C", "C", "C", "O", "H", "H", "H", "C", "H", "C", "O", "H", "H", "H", "H", "C"],
  "coordinates": [[-0.8933, 0.5115, -5.0041], [1.7734, 3.1604, 5.1232], [-3.7832, -2.6535, 1.1451], [3.2016, 1.6792, 1.4414], [-2.1072, -1.1515, 3.1237], [1.1204, 2.3949, 1.4506], [0.3079, -3.9497, -0.4281], [-2.1666, 0.0844, -3.8030], [2.7763, 3.5432, 3.2430], [0.3199, -2.3129, -4.6523], [-0.0894, -3.7428, 1.0245], [-1.1338, 2.0278, 0.4705], [0.7798, -3.4468, 1.6390], [-2.3996, -0.5281, -1.0187], [0.6554, 2.5909, 5.7474], [1.6604, 0.4292, -3.0984], [1.9909, 5.0496, -2.2491], [2.1504, 2.9363, -0.9575], [-3.8843, -1.6411, -2.1332], [-1.3864, -2.4608, 1.2478], [2.5360, 3.6790, 5.7067], [0.9343, -4.4147, -3.0796], [1.6547, 5.0242, -1.2123], [1.5640, -6.3724, -2.4556], [1.1561, -4.5462, -4.1380], [2.0102, 0.4249, -4.1425], [-1.2976, -1.8758, 2.9539], [0.1806, -2.9401, -1.3140], [0.3481, 4.8532, 2.4525], [0.9385, 2.4286, 2.9685], [-2.9462, -3.3525, 1.0078], [-0.9422, 1.3460, 3.0055], [2.4011, -0.0816, -2.4635], [-0.2987, 1.9156, 4.9855], [1.1177, 7.1231, -1.1433], [1.1536, -5.4127, -2.1498], [0.3375, 7.0233, 1.2318], [0.4823, 0.3942, 0.4106], [-3.6568, -2.2123, -2.9192], [-3.0127, -4.1577, 1.7535], [1.9173, 3.0743, 3.7343], [0.8364, -5.1761, -0.8146], [0.9906, -5.9271, -0.0453], [-1.4168, -2.7196, 3.6499], [0.4357, -3.1493, -2.6676], [-1.1660, 1.5567, -3.5729], [0.1813, -2.0996, -3.5883], [-0.7397, -0.9720, -0.7052], [2.2531, 1.5620, 1.0980], [0.7265, 4.9131, 1.4290], [1.2161, 3.7616, 0.8050], [0.5328, 2.6777, 6.8285], [0.0651, -0.4320, -3.0336], [-1.1688, 0.5205, -3.9404], [0.7143, 6.1281, 0.7312], [1.1590, 6.1804, -0.5938], [1.8778, 0.3280, 0.5648], [-2.9670, -2.9112, -4.2149], [1.5458, 1.4703, -2.7582], [-2.9922, -3.7858, -0.0015], [-1.9906, -2.8822, -4.2663], [1.7118, 3.8241, -0.4967], [-3.2727, -3.3796, -5.0104], [-0.1604, 1.8358, 3.5907], [2.5962, -0.6043, 0.2351], [-4.4318, -2.1749, -1.5388], [-1.1631, 1.4492, 5.4578], [-0.3332, -1.3829, 3.1417], [-0.5010, -4.6719, 1.4509], [-0.0099, 1.6201, 0.7612]],
  "homo_lumo_gap_ev": [5.7, 4.2],
  "mol_weight_g_mol": 633.23,
  "homo_ev": [-16.43, -16.41],
  "charge": 3,
  "lumo_energy_ev": [-10.710, -12.217]
}

=====

# 3
{
  "formula": "C6H14N2O2",
  "method": "the ωB97M-V functional and the def2-TZVPD basis",
  "symbols": ["C", "N", "C", "H", "C", "N", "H", "H", "O", "H", "O", "H", "H", "H", "C", "C", "H", "H", "H", "H", "C", "H", "H", "H"],
  "coordinates": [[0.2525, -0.8685, -2.9886], [-0.5405, -0.3347, -1.9165], [0.9689, 1.3770, 1.2812], [-0.1902, 0.4454, -1.3856], [0.0466, 2.4288, 1.8155], [0.9417, 0.1144, 1.9372], [1.4024, 0.3040, 2.8124], [0.7226, -1.5238, 0.8028], [1.5414, 1.4542, 0.2104], [0.1446, 2.4298, 2.9115], [-1.9795, -2.0777, -1.8854], [-0.1928, -0.7598, -3.9899], [-0.9302, 2.3692, 1.3526], [2.1368, -0.7268, 0.3723], [-1.5820, -1.0479, -1.3884], [1.5940, -1.0283, 1.2679], [2.0118, -1.7282, 1.9796], [0.4440, 3.4428, 1.6757], [0.3123, -1.9513, -2.8370], [-2.8959, 0.0168, 0.0503], [-1.9501, -0.5499, 0.0085], [-1.1541, 0.0487, 0.4418], [1.2477, -0.4317, -3.0811], [-2.3521, -1.4023, 0.5527]],
  "homo_lumo_gap_ev": 10.1,
  "smiles": "CNC(C)=O.CNC(C)=O",
  "mol_weight_g_mol": 146.19,
  "homo_ev": -9.44,
  "lumo_energy_ev": 0.668
}